Run A
DFT (ωB97M-V/def2-TZVPD) results for C3H7N3S in the gas phase.

Summary:
LUMO   0.82 eV
Structure (SMILES)   C/C=N/S/C=N\N
HOMO-LUMO gap   9.42 eV
Spin multiplicity   1
HOMO   -8.60 eV

CARTESIAN COORDINATES (ANGSTROEM)
C: 1.810 -1.203 1.215
C: 1.643 0.154 0.498
C: -1.717 1.847 -0.889
H: 2.473 -1.913 0.611
H: 0.807 -1.776 1.365
H: 2.408 -1.342 2.248
H: 2.508 0.972 0.437
H: -2.178 2.731 -0.672
H: -2.752 -1.199 -1.000
H: -1.097 -0.761 -0.823
N: 0.421 0.343 0.096
N: -2.406 0.867 -1.138
N: -2.033 -0.569 -1.321
S: 0.114 1.849 -0.628

***

Run B
DFT (ωB97M-V/def2-TZVPD) results for C3H7N3S in the gas phase.

Summary:
LUMO (spin up / spin down)   0.65 / 0.16 eV
HOMO-LUMO gap (spin up / spin down)   7.85 / 7.20 eV
Spin multiplicity   1
HOMO (spin up / spin down)   -7.20 / -7.05 eV

CARTESIAN COORDINATES (ANGSTROEM)
C: 1.567 1.305 0.624
C: 0.939 0.622 -0.745
C: -2.061 -1.728 -0.299
N: 0.529 1.543 1.382
N: -0.543 1.120 1.333
N: -0.186 -0.079 -0.600
S: -0.319 -1.629 -0.207
H: 2.323 0.503 1.017
H: 2.160 2.186 0.509
H: 0.985 1.368 -1.443
H: 1.831 0.030 -0.949
H: -2.332 -1.486 0.801
H: -2.535 -2.749 -0.360
H: -2.359 -1.006 -1.064

***

Relative energies, in kJ/mol, with the most stable structure set to zero: run A 0.0; run B 141.3.

***

Run A
DFT (ωB97M-V/def2-TZVPD) results for C3H7N3S in the gas phase.

Summary:
LUMO   0.13 eV
Structure (SMILES)   CN(N)/C=N/C=S
HOMO-LUMO gap   8.19 eV
Spin multiplicity   1
HOMO   -8.06 eV

CARTESIAN COORDINATES (ANGSTROEM)
C: 1.762 0.437 0.437
C: -0.562 -0.144 -0.126
C: -1.668 -2.002 0.490
H: 2.487 0.364 -0.339
H: 1.970 1.332 1.126
H: 1.720 -0.518 1.022
H: 0.174 1.605 -1.857
H: -0.395 2.422 -0.558
H: -1.431 0.205 -0.706
H: -2.497 -1.538 -0.130
N: 0.466 0.675 -0.222
N: 0.412 1.868 -0.933
N: -0.522 -1.282 0.541
S: -1.920 -3.423 1.253

***

Run B
DFT (ωB97M-V/def2-TZVPD) results for C3H7N3S in the gas phase.

Summary:
LUMO   0.08 eV
Structure (SMILES)   C/C(=N\N)C(N)=S
HOMO-LUMO gap   8.31 eV
Spin multiplicity   1
HOMO   -8.23 eV

CARTESIAN COORDINATES (ANGSTROEM)
C: 1.244 -1.091 0.772
C: 0.303 -0.434 -0.189
C: -0.505 0.708 0.229
H: 1.431 -0.718 1.867
H: 0.715 -2.046 1.025
H: 2.153 -1.114 0.061
H: 1.453 -1.917 -2.722
H: 1.316 -2.318 -1.144
H: -0.533 0.643 -1.589
H: -1.676 2.116 -0.759
N: 0.399 -0.644 -1.454
N: 1.435 -1.526 -1.759
N: -0.915 1.343 -0.832
S: -1.097 1.003 1.669

***

Run C
DFT (ωB97M-V/def2-TZVPD) results for 4 unconnected molecules or ions with the total composition C3H7N3S.

Summary:
LUMO   -0.77 eV
HOMO-LUMO gap   8.18 eV
Spin multiplicity   1
HOMO   -8.95 eV

CARTESIAN COORDINATES (ANGSTROEM)
C: 1.970 -0.356 -0.268
C: -0.752 0.820 0.859
C: -2.132 -0.914 -0.193
H: 3.113 0.481 0.119
H: 1.894 -1.227 -1.643
H: 1.449 -1.030 1.350
H: 1.669 1.509 -0.878
H: -1.076 0.642 1.960
H: -0.756 0.777 -1.190
H: -2.273 -1.658 -1.150
N: 1.049 0.778 -0.504
N: 0.567 1.153 0.899
N: -1.373 0.420 -0.341
S: -3.350 -1.393 0.978

***

Relative energies, in kJ/mol, with the most stable structure set to zero: run A 0.0; run B 62.9; run C 909.0.

***

Run A
DFT (ωB97M-V/def2-TZVPD) results for C3H7N3S in the gas phase.

Summary:
LUMO   0.62 eV
Structure (SMILES)   C=C/C(=N/N)NS
HOMO-LUMO gap   9.00 eV
Spin multiplicity   1
HOMO   -8.39 eV

CARTESIAN COORDINATES (ANGSTROEM)
C: 0.630 0.028 0.244
C: 0.660 0.705 1.577
C: -0.370 0.666 2.411
H: 2.490 -0.502 -2.205
H: 0.862 -1.186 -1.718
H: -0.824 -1.559 0.354
H: -1.610 -0.028 -2.084
H: 1.711 0.830 2.024
H: -0.280 1.067 3.459
H: -1.422 0.524 1.957
N: 1.833 -0.870 -1.490
N: 1.763 0.070 -0.441
N: -0.447 -0.763 -0.228
S: -1.780 0.213 -0.754

***

Run B
DFT (ωB97M-V/def2-TZVPD) results for 2 unconnected molecules or ions with the total composition C3H7N3S.

Summary:
LUMO (spin up / spin down)   0.52 / 0.57 eV
HOMO-LUMO gap (spin up / spin down)   7.13 / 7.95 eV
Spin multiplicity   1
HOMO (spin up / spin down)   -6.61 / -7.38 eV

CARTESIAN COORDINATES (ANGSTROEM)
C: -1.291 0.736 0.820
C: -2.255 1.184 -0.004
C: 0.818 -0.175 -0.986
N: -2.195 -1.155 0.326
N: -1.195 -0.591 0.939
N: 0.723 -0.718 0.361
S: -3.205 -0.095 -0.633
H: -0.577 1.337 1.379
H: -2.309 2.249 -0.314
H: 1.807 -0.507 -1.480
H: 0.056 -0.493 -1.588
H: 0.938 0.988 -1.040
H: -2.281 -2.108 0.164
H: 1.115 -0.089 1.079

***

Run C
DFT (ωB97M-V/def2-TZVPD) results for C3H7N3S in the gas phase.

Summary:
LUMO   0.37 eV
Structure (SMILES)   CN(C=S)/C=N/N
HOMO-LUMO gap   8.81 eV
Spin multiplicity   1
HOMO   -8.44 eV

CARTESIAN COORDINATES (ANGSTROEM)
C: 1.806 -1.143 0.009
C: 0.655 0.519 -1.343
C: -0.386 -0.232 0.702
H: 1.513 -2.191 0.074
H: 2.311 -0.843 0.945
H: 2.517 -1.001 -0.776
H: 1.574 0.359 -1.947
H: -1.223 0.420 0.461
H: -1.446 -1.838 3.044
H: -2.367 -0.815 2.072
N: 0.664 -0.243 -0.247
N: -0.357 -1.007 1.703
N: -1.464 -0.954 2.574
S: -0.452 1.654 -1.768

***

Relative energies, in kJ/mol, with the most stable structure set to zero: run A 141.6; run B 373.6; run C 0.0.

***

Run A
DFT (ωB97M-V/def2-TZVPD) results for 2 unconnected molecules or ions with the total composition C4H10FN2.

Summary:
LUMO   -3.34 eV
HOMO-LUMO gap   11.34 eV
Spin multiplicity   1
Total charge   +1
HOMO   -14.68 eV

CARTESIAN COORDINATES (ANGSTROEM)
C: -0.466 -0.485 -0.024
C: 1.902 -0.746 -0.088
C: 0.828 1.522 -0.137
C: -2.176 0.720 0.289
N: 0.695 0.076 -0.055
N: -0.798 -1.742 -0.043
F: -3.134 -0.180 0.172
H: 2.776 -0.107 0.000
H: 1.903 -1.443 0.752
H: 1.974 -1.302 -1.023
H: 1.873 1.799 -0.026
H: 0.479 1.884 -1.105
H: 0.254 2.008 0.650
H: -2.045 1.067 1.304
H: -2.160 1.429 -0.528
H: -1.774 -2.006 0.022
H: -0.130 -2.495 -0.160

***

Run B
DFT (ωB97M-V/def2-TZVPD) results for 2 unconnected molecules or ions with the total composition C4H10FN2.

Summary:
LUMO   -3.48 eV
HOMO-LUMO gap   11.07 eV
Spin multiplicity   1
Total charge   +1
HOMO   -14.55 eV

CARTESIAN COORDINATES (ANGSTROEM)
C: 0.184 0.012 0.646
C: -1.007 1.706 -0.622
C: -0.056 -0.302 -1.788
C: 1.174 -1.843 0.811
N: -0.347 0.415 -0.507
N: 0.098 0.518 1.895
F: 1.447 -1.827 2.090
H: -0.170 2.467 -0.809
H: -1.772 1.713 -1.451
H: -1.484 1.888 0.276
H: -1.085 -0.548 -2.220
H: 0.522 0.469 -2.315
H: 0.406 -1.243 -1.530
H: 0.233 -2.534 0.619
H: 2.054 -1.919 0.156
H: 0.534 -0.025 2.622
H: -0.731 1.053 2.128

***

Relative energies, in kJ/mol, with the most stable structure set to zero: run A 0.0; run B 70.1.

***

Run A
DFT (ωB97M-V/def2-TZVPD) results for a gas-phase ion, C5H4N (charge +1).

Summary:
LUMO (spin up / spin down)   -7.30 / -7.30 eV
HOMO-LUMO gap (spin up / spin down)   8.45 / 8.44 eV
Spin multiplicity   1
Total charge   +1
HOMO (spin up / spin down)   -15.75 / -15.75 eV

CARTESIAN COORDINATES (ANGSTROEM)
C: -1.664 -0.673 -0.057
C: -2.288 0.698 0.074
C: -0.504 -1.229 -0.017
C: 0.897 -0.784 0.087
C: 0.455 0.712 -0.014
N: -1.052 0.718 0.057
H: 1.192 -1.011 1.125
H: 1.447 -1.062 -0.819
H: 0.847 1.553 0.602
H: 0.669 1.079 -1.038

***

Run B
DFT (ωB97M-V/def2-TZVPD) results for a gas-phase ion, C5H4N (charge +1).

Summary:
LUMO   -7.11 eV
HOMO-LUMO gap   7.31 eV
Spin multiplicity   1
Total charge   +1
HOMO   -14.42 eV

CARTESIAN COORDINATES (ANGSTROEM)
C: -1.903 0.035 0.019
C: 1.242 -0.458 0.001
C: 0.828 0.937 -0.072
C: -1.558 1.286 0.044
C: 0.025 -1.215 -0.058
N: -1.094 -1.001 -0.079
H: -2.975 -0.125 0.110
H: 2.035 -0.417 -0.711
H: 1.833 -0.794 0.896
H: 1.568 1.753 -0.150

***

Relative energies, in kJ/mol, with the most stable structure set to zero: run A 0.0; run B 181.1.

***

Run A
DFT (ωB97M-V/def2-TZVPD) results for a molecular structure, C5H4N.

Summary:
LUMO (spin up / spin down)   -6.94 / -6.94 eV
HOMO-LUMO gap (spin up / spin down)   7.97 / 7.97 eV
Spin multiplicity   1
Total charge   +1
HOMO (spin up / spin down)   -14.91 / -14.91 eV

CARTESIAN COORDINATES (ANGSTROEM)
C: 2.128 2.778 -1.376
C: -1.380 0.328 -0.491
C: -0.081 0.452 -0.136
C: -1.466 -0.893 0.416
C: 0.062 -0.855 0.189
N: 1.540 1.922 -0.846
H: 2.598 3.546 -1.924
H: -1.930 -0.824 1.429
H: -1.892 -1.776 -0.127
H: 0.839 -1.645 -0.119

***

Run B
DFT (ωB97M-V/def2-TZVPD) results for a gas-phase ion, C5H4N (charge +1).

Summary:
LUMO (spin up / spin down)   -7.27 / -7.27 eV
HOMO-LUMO gap (spin up / spin down)   7.60 / 7.60 eV
Spin multiplicity   1
Total charge   +1
HOMO (spin up / spin down)   -14.86 / -14.86 eV

CARTESIAN COORDINATES (ANGSTROEM)
C: -0.136 0.548 1.035
C: 0.072 0.279 2.260
C: -0.276 1.045 -2.564
C: -0.445 0.730 -1.397
C: 0.836 -0.713 1.558
N: -0.496 0.119 -0.145
H: -0.449 0.990 -3.620
H: 1.900 -0.850 1.373
H: 0.223 -1.599 1.618
H: -1.229 -0.548 -0.117

***

Relative energies, in kJ/mol, with the most stable structure set to zero: run A 0.0; run B 13.1.

***

Run A
DFT (ωB97M-V/def2-TZVPD) results for 2 unconnected molecules or ions with the total composition C4H11NO3.

Summary:
LUMO   6.86 eV
HOMO-LUMO gap   6.56 eV
Spin multiplicity   1
Total charge   -2
HOMO   0.31 eV

CARTESIAN COORDINATES (ANGSTROEM)
C: -0.521 0.869 -0.336
C: 0.492 1.083 0.775
C: 0.041 0.919 2.296
O: 1.042 0.527 3.106
N: -0.288 -0.328 -1.137
C: -1.064 -0.319 -2.489
O: -2.343 -0.713 -2.416
H: -0.710 1.669 -1.058
H: -1.531 0.893 0.153
H: 1.384 0.459 0.861
H: 0.914 2.097 0.650
H: -0.261 1.953 2.605
H: -0.854 0.234 2.261
H: -0.543 -1.212 -0.713
H: -0.499 -0.990 -3.154
H: -0.990 0.757 -2.774
H: 1.741 -1.250 0.825
H: 1.782 -1.841 -0.557
O: 2.267 -1.828 0.264

***

Run B
DFT (ωB97M-V/def2-TZVPD) results for 2 unconnected molecules or ions with the total composition C4H11NO3.

Summary:
LUMO   6.86 eV
HOMO-LUMO gap   6.22 eV
Spin multiplicity   1
Total charge   -2
HOMO   0.64 eV

CARTESIAN COORDINATES (ANGSTROEM)
C: 0.708 0.206 -0.719
O: 1.100 -0.499 -1.842
C: -0.698 -0.443 -0.189
C: -1.095 -0.097 1.227
C: -0.645 1.245 1.924
O: -0.402 1.104 3.267
N: -1.644 0.061 -1.210
H: 0.318 1.192 -1.054
H: 1.370 0.272 0.139
H: -0.637 -1.542 -0.268
H: -0.561 -0.810 1.866
H: -2.185 -0.192 1.345
H: 0.255 1.668 1.432
H: -1.522 1.959 1.859
H: -1.183 0.128 -2.093
H: -2.495 -0.484 -1.183
H: 3.684 -1.841 -1.019
H: 2.152 -0.767 -1.796
O: 3.481 -1.159 -1.684

***

Relative energies, in kJ/mol, with the most stable structure set to zero: run A 32.4; run B 0.0.